Molecular formula: C27H28FN5O3
Method: DFT, wB97M-V/def2-TZVPD

ORCA input file:
```
! wB97M-V def2-TZVPD RIJCOSX def2/J DEFGRID3
* xyz 0 1
O 2.826 2.997 2.011
C 1.700 2.625 1.756
N 1.202 2.486 0.498
C 1.867 2.730 -0.708
C 1.140 2.621 -1.895
C 1.786 2.825 -3.100
C 3.139 3.132 -3.080
N 3.832 3.244 -1.961
C 3.223 3.055 -0.806
H 3.836 3.169 0.075
H 3.693 3.295 -3.994
H 1.249 2.745 -4.033
H 0.091 2.367 -1.858
H 0.260 2.121 0.374
C 0.732 2.231 2.864
C 0.815 0.720 3.156
C -0.058 -0.012 2.168
O -1.274 0.108 2.192
N 0.523 -0.774 1.207
C 1.848 -1.286 1.223
C 2.951 -0.473 0.986
C 4.224 -1.012 0.973
C 4.380 -2.370 1.184
C 3.297 -3.200 1.414
C 2.030 -2.650 1.434
H 1.176 -3.284 1.618
H 3.452 -4.255 1.576
F 5.615 -2.903 1.164
H 5.085 -0.390 0.792
H 2.828 0.581 0.809
C -0.411 -1.357 0.244
C 0.292 -1.824 -0.999
C 1.136 -0.972 -1.703
C 1.748 -1.449 -2.850
N 1.573 -2.674 -3.315
C 0.764 -3.479 -2.651
C 0.098 -3.107 -1.493
H -0.553 -3.806 -0.988
H 0.645 -4.470 -3.066
H 2.412 -0.817 -3.425
H 1.297 0.041 -1.374
H -0.965 -2.185 0.707
C -1.404 -0.245 -0.168
O -1.011 0.860 -0.492
N -2.676 -0.647 -0.278
H -2.956 -1.509 0.163
C -3.751 0.289 -0.557
C -4.925 -0.451 -1.201
H -5.492 0.240 -1.824
C -5.777 -0.890 -0.012
H -5.327 -1.754 0.480
H -6.792 -1.156 -0.301
C -5.731 0.328 0.910
H -5.951 0.071 1.945
H -6.469 1.060 0.580
C -4.315 0.898 0.745
H -4.329 1.985 0.691
H -3.668 0.618 1.576
H -4.590 -1.281 -1.822
H -3.322 1.050 -1.212
H 1.849 0.379 3.136
H 0.397 0.538 4.148
H -0.295 2.493 2.607
H 1.031 2.781 3.757
*
```

The structure (SMILES) is O=C(CCC(=O)N(c1ccc(F)cc1)[C@@H](C(=O)NC1CCCC1)c1ccncc1)Nc1cccnc1. The largest force on an atom comes out at 0.0137 hartree/bohr. The total energy comes out at -44766.048 eV. The lowest unoccupied orbital energy comes out at 0.2923 eV. The calculation puts the energy relative to the best compared isomer or geometry (same formula, charge and spin) at 5.7 kJ/mol.

Table of Mulliken atomic charges, one value per atom, all in e: -0.628, 0.486, 0.152, 0.478, -0.388, -0.539, -0.346, -0.641, -0.384, 0.595, 0.371, 0.419, 0.503, 0.010, -0.853, -0.598, 0.112, -0.587, 0.760, -0.785, 0.468, -1.008, 0.130, -0.804, -0.440, 0.455, 0.465, -0.349, 0.544, 0.554, 1.200, 0.089, 0.042, -0.689, -0.652, -0.500, -0.604, 0.442, 0.416, 0.450, 0.377, 1.453, -1.507, -0.894, 0.051, 0.395, 0.028, -1.001, 0.369, -0.607, 0.263, 0.396, -0.576, 0.356, 0.270, -0.643, 0.317, 0.139, 0.363, 0.450, 0.304, 0.496, 0.402, 0.454